This record from OMol25 describes 6 unconnected molecules or ions with the total composition C45H48F5N4OP. The level of theory is the ωB97M-V functional and the def2-TZVPD basis.

Values from the calculation:
Frontier orbital gap in eV: 6.1148
Structure (SMILES): CNCc1ccc(P(C)C)c2nc(C[C@H](O)CN)cnc12.Fc1ccccc1.Fc1ccccc1.Fc1ccccc1.Fc1ccccc1.Fc1ccccc1

ORCA input file:
```
! RIJCOSX wB97M-V def2-TZVPD def2/J DEFGRID3
* xyz 0 1
C 2.954 -0.275 7.308
N 3.488 -1.284 6.315
C 2.375 -1.902 5.495
C 2.031 -1.039 4.104
C 2.345 0.570 4.035
C 2.013 1.436 2.654
C 1.398 0.588 1.392
P 1.009 1.483 -0.262
C 1.346 3.360 -0.177
C -0.888 1.134 -0.539
C 1.097 -1.051 1.460
N 0.568 -1.693 0.209
C 0.366 -3.174 0.360
C -0.200 -3.987 -0.981
C 0.827 -3.611 -2.203
O 0.321 -4.250 -3.463
C 2.381 -4.100 -1.965
N 3.264 -3.186 -2.814
C 0.650 -3.956 1.759
N 1.172 -3.364 3.038
C 1.401 -1.896 2.816
H 3.766 0.583 7.398
H 2.725 -0.779 8.359
H 1.918 0.098 6.897
H 4.222 -0.892 5.685
H 1.412 -2.146 6.125
H 2.783 -2.956 5.116
H 2.818 1.180 4.928
H 2.259 2.581 2.610
H 2.067 3.645 -1.080
H 1.853 3.737 0.808
H 0.333 3.935 -0.400
H -1.374 0.552 0.359
H -1.085 0.559 -1.565
H -1.471 2.159 -0.641
H -1.262 -3.503 -1.228
H -0.347 -5.133 -0.802
H 0.821 -2.441 -2.420
H 1.181 -4.379 -3.993
H 2.753 -4.006 -0.856
H 2.587 -5.215 -2.305
H 2.985 -2.181 -2.684
H 4.222 -3.243 -2.355
H 0.431 -5.130 1.768
F -1.127 4.050 1.598
C -2.439 4.190 1.829
C -2.985 3.681 3.003
C -4.350 3.831 3.246
C -5.157 4.479 2.307
C -4.600 4.982 1.131
C -3.233 4.842 0.893
H -2.344 3.172 3.716
H -4.785 3.443 4.164
H -6.222 4.592 2.496
H -5.230 5.483 0.400
H -2.782 5.234 -0.013
F 0.634 2.807 -2.990
C 0.110 2.354 -4.137
C -1.228 1.978 -4.176
C -1.775 1.512 -5.371
C -0.975 1.416 -6.512
C 0.368 1.792 -6.461
C 0.913 2.269 -5.269
H -1.832 2.051 -3.277
H -2.822 1.222 -5.414
H -1.401 1.048 -7.443
H 0.990 1.713 -7.350
H 1.952 2.573 -5.214
F 3.013 4.448 3.525
C 2.499 4.757 4.723
C 1.124 4.911 4.859
C 0.589 5.228 6.108
C 1.436 5.398 7.205
C 2.816 5.247 7.057
C 3.350 4.919 5.811
H 0.482 4.783 3.994
H -0.486 5.342 6.226
H 1.018 5.649 8.178
H 3.474 5.384 7.912
H 4.419 4.789 5.681
F -0.139 0.222 -9.159
C 0.614 -0.870 -8.969
C 0.852 -1.319 -7.674
C 1.631 -2.459 -7.476
C 2.173 -3.131 -8.574
C 1.932 -2.670 -9.869
C 1.144 -1.536 -10.068
H 0.430 -0.780 -6.833
H 1.817 -2.823 -6.468
H 2.784 -4.018 -8.419
H 2.358 -3.192 -10.722
H 0.939 -1.169 -11.068
F -6.277 -3.407 2.752
C -5.456 -4.141 1.990
C -4.130 -3.751 1.839
C -3.273 -4.519 1.050
C -3.756 -5.663 0.411
C -5.090 -6.044 0.565
C -5.943 -5.283 1.363
H -3.775 -2.854 2.337
H -2.233 -4.226 0.932
H -3.089 -6.259 -0.208
H -5.464 -6.933 0.063
H -6.980 -5.569 1.500
*
```

=====

This record from OMol25 describes a molecular structure, C45H48N4NaO4P. The level of theory is the ωB97M-V functional and the def2-TZVPD basis.

Values from the calculation:
Frontier orbital gap in eV: 5.4442
Relative energy (zero: lowest compared OMol25 entry of this formula, charge and spin) in kcal per mole: 3.0

ORCA input file:
```
! RIJCOSX wB97M-V def2-TZVPD def2/J DEFGRID3
* xyz -2 1
Na 0.456 -0.744 0.797
O 1.908 -1.729 -0.459
C 3.174 -1.795 -0.479
C 3.873 -2.233 -1.650
C 5.247 -2.335 -1.705
C 6.045 -1.991 -0.609
C 5.398 -1.560 0.542
C 4.014 -1.454 0.649
C 3.482 -1.004 1.947
N 2.243 -0.865 2.208
N 1.942 -0.396 3.487
C 0.632 -0.422 3.674
O -0.285 -0.865 2.932
C 0.192 0.230 4.972
C -1.144 0.107 5.339
C -1.624 0.727 6.487
C -0.769 1.481 7.279
C 0.569 1.607 6.917
C 1.047 0.982 5.773
H 3.259 -2.492 -2.507
H 5.712 -2.683 -2.625
H 7.124 -2.068 -0.652
H 5.986 -1.293 1.418
H 4.213 -0.777 2.734
H -1.793 -0.464 4.688
H -2.671 0.630 6.753
H -1.142 1.976 8.169
H 1.240 2.201 7.527
H 2.082 1.070 5.468
C -4.958 -1.027 2.528
C -5.203 -0.276 1.387
C -4.322 -0.328 0.313
C -3.194 -1.141 0.349
C -2.967 -1.900 1.497
C -3.830 -1.838 2.581
P -1.929 -1.213 -1.014
C -2.189 -3.078 -1.327
C -3.410 -3.754 -1.381
C -3.472 -5.108 -1.682
C -2.302 -5.820 -1.935
C -1.079 -5.168 -1.877
C -1.028 -3.809 -1.573
C -2.795 -0.663 -2.548
C -3.304 -1.317 -3.635
C -3.778 -0.544 -4.733
C -3.723 0.825 -4.735
C -3.180 1.526 -3.621
C -3.023 2.932 -3.510
C -2.450 3.451 -2.373
C -2.016 2.629 -1.291
C -2.156 1.257 -1.335
C -2.738 0.759 -2.529
H -5.629 -0.970 3.378
H -6.071 0.371 1.334
H -4.503 0.287 -0.560
H -2.083 -2.524 1.564
H -3.605 -2.409 3.474
H -4.326 -3.208 -1.176
H -4.432 -5.612 -1.717
H -2.345 -6.878 -2.168
H -0.159 -5.712 -2.057
H -0.066 -3.304 -1.508
H -3.341 -2.399 -3.682
H -4.193 -1.057 -5.594
H -4.097 1.376 -5.593
H -3.343 3.585 -4.315
H -2.315 4.529 -2.307
H -1.541 3.118 -0.443
C -2.341 1.757 2.409
C -1.241 2.707 2.806
O -0.054 2.353 2.122
C 1.025 3.182 2.499
C 2.278 2.719 1.794
H -3.247 1.988 2.977
H -2.051 0.726 2.617
H -2.571 1.831 1.345
H -1.058 2.669 3.890
H -1.504 3.747 2.550
H 1.146 3.139 3.592
H 0.790 4.227 2.236
H 2.633 1.780 2.216
H 3.068 3.470 1.897
H 2.085 2.565 0.731
C 4.919 0.923 -3.376
N 4.006 1.724 -2.567
C 4.590 2.233 -1.333
C 2.699 1.283 -2.399
O 2.117 1.452 -1.342
N 2.096 0.648 -3.464
C 2.238 1.127 -4.820
C 0.856 -0.051 -3.131
H 5.928 1.306 -3.222
H 4.705 0.992 -4.439
H 4.905 -0.131 -3.080
H 5.582 2.620 -1.568
H 4.671 1.452 -0.570
H 3.978 3.034 -0.927
H 2.834 0.465 -5.458
H 2.689 2.121 -4.840
H 1.241 1.210 -5.259
H 1.037 -0.631 -2.231
H 0.610 -0.721 -3.956
H 0.030 0.646 -2.959
*
```

=====

This record from OMol25 describes a molecular structure, C45H48N4NaO4P. The level of theory is the ωB97M-V functional and the def2-TZVPD basis.

Values from the calculation:
Frontier orbital gap in eV: 5.4493
Relative energy (zero: lowest compared OMol25 entry of this formula, charge and spin) in kcal per mole: 9.7

ORCA input file:
```
! RIJCOSX wB97M-V def2-TZVPD def2/J DEFGRID3
* xyz -2 1
Na 0.437 -0.722 0.829
O 1.879 -1.671 -0.391
C 3.149 -1.729 -0.427
C 3.845 -2.124 -1.619
C 5.218 -2.236 -1.681
C 6.019 -1.937 -0.571
C 5.384 -1.529 0.594
C 3.997 -1.420 0.707
C 3.451 -0.965 1.987
N 2.206 -0.827 2.222
N 1.877 -0.330 3.472
C 0.565 -0.346 3.664
O -0.346 -0.816 2.923
C 0.153 0.316 4.964
C -1.170 0.192 5.375
C -1.617 0.806 6.540
C -0.741 1.564 7.309
C 0.585 1.693 6.906
C 1.030 1.073 5.744
H 3.231 -2.340 -2.490
H 5.691 -2.559 -2.604
H 7.097 -2.029 -0.615
H 5.984 -1.274 1.464
H 4.167 -0.732 2.781
H -1.840 -0.388 4.749
H -2.651 0.698 6.847
H -1.088 2.050 8.215
H 1.276 2.281 7.501
H 2.058 1.160 5.413
C -4.882 -1.137 2.517
C -5.095 -0.301 1.430
C -4.216 -0.314 0.350
C -3.123 -1.178 0.325
C -2.928 -2.021 1.425
C -3.786 -1.994 2.515
P -1.860 -1.233 -1.034
C -2.185 -3.135 -1.356
C -3.435 -3.759 -1.449
C -3.557 -5.093 -1.819
C -2.418 -5.845 -2.108
C -1.167 -5.250 -2.008
C -1.059 -3.911 -1.635
C -2.774 -0.736 -2.581
C -3.305 -1.327 -3.697
C -3.806 -0.486 -4.731
C -3.736 0.885 -4.674
C -3.142 1.525 -3.551
C -2.894 2.910 -3.362
C -2.224 3.322 -2.232
C -1.785 2.420 -1.219
C -2.037 1.066 -1.330
C -2.702 0.680 -2.517
H -5.559 -1.116 3.364
H -5.943 0.376 1.425
H -4.377 0.365 -0.480
H -2.074 -2.690 1.430
H -3.594 -2.634 3.369
H -4.332 -3.185 -1.226
H -4.539 -5.551 -1.889
H -2.511 -6.885 -2.399
H -0.276 -5.830 -2.219
H -0.076 -3.446 -1.545
H -3.346 -2.404 -3.815
H -4.249 -0.951 -5.607
H -4.125 1.482 -5.494
H -3.210 3.630 -4.112
H -2.009 4.382 -2.115
H -1.219 2.827 -0.381
C -2.402 1.845 2.450
C -1.302 2.808 2.838
O -0.103 2.461 2.167
C 0.985 3.273 2.557
C 2.244 2.780 1.873
H -3.315 2.059 3.012
H -2.083 0.819 2.658
H -2.614 1.917 1.380
H -1.132 2.787 3.923
H -1.577 3.839 2.570
H 1.096 3.236 3.650
H 0.776 4.319 2.285
H 2.576 1.846 2.333
H 3.038 3.529 1.959
H 2.048 2.581 0.815
C 4.890 1.059 -3.515
N 3.972 1.746 -2.613
C 4.581 2.173 -1.349
C 2.667 1.276 -2.441
O 2.073 1.481 -1.392
N 2.083 0.571 -3.472
C 2.229 0.917 -4.872
C 0.869 -0.162 -3.100
H 5.885 1.471 -3.358
H 4.639 1.223 -4.558
H 4.933 -0.017 -3.323
H 5.574 2.569 -1.560
H 4.662 1.345 -0.639
H 3.976 2.950 -0.890
H 2.898 0.241 -5.415
H 2.588 1.940 -4.994
H 1.248 0.861 -5.341
H 1.053 -0.695 -2.165
H 0.632 -0.882 -3.888
H 0.020 0.515 -2.962
*
```

=====

This record from OMol25 describes a molecular structure, C45H49FN3O3P2Si2Tl. The level of theory is the ωB97M-V functional and the def2-TZVPD basis.

Values from the calculation:
Frontier orbital gap in eV: 5.1358
Relative energy (zero: lowest compared OMol25 entry of this formula, charge and spin) in kcal per mole: 4.1

ORCA input file:
```
! RIJCOSX wB97M-V def2-TZVPD def2/J DEFGRID3
* xyz -2 1
Tl -0.767 0.709 -1.163
C -6.225 1.217 -0.962
Si -4.346 1.272 -1.179
C -4.079 0.556 -2.903
C -3.845 3.082 -1.254
N -3.486 0.569 0.064
P -3.067 -0.884 0.563
C -1.488 -1.322 0.868
P -0.567 -0.392 1.899
N -0.142 1.105 1.550
Si 1.228 2.043 1.434
C 0.775 3.626 0.528
C 1.982 2.559 3.093
C 2.625 1.243 0.444
C 0.992 -1.340 2.232
C 1.445 -2.276 1.306
C 2.692 -2.875 1.452
C 3.506 -2.546 2.530
C 3.064 -1.618 3.466
C 1.818 -1.020 3.312
C -1.281 -0.309 3.604
C -1.910 0.864 4.024
C -2.548 0.927 5.259
C -2.561 -0.182 6.096
C -1.943 -1.358 5.685
C -1.318 -1.419 4.445
C -3.732 -2.116 -0.661
C -2.878 -2.642 -1.631
C -3.375 -3.401 -2.684
C -4.738 -3.654 -2.784
C -5.601 -3.147 -1.819
C -5.099 -2.381 -0.771
C -4.163 -1.251 2.010
C -4.150 -2.518 2.597
C -4.911 -2.789 3.726
C -5.685 -1.784 4.302
C -5.691 -0.516 3.738
C -4.935 -0.254 2.597
H -6.728 1.918 -1.641
H -6.590 0.207 -1.184
H -6.517 1.461 0.068
H -4.466 1.252 -3.659
H -3.028 0.377 -3.145
H -4.605 -0.401 -3.008
H -4.483 3.677 -1.921
H -3.875 3.520 -0.250
H -2.816 3.169 -1.624
H -0.098 4.090 1.002
H 1.600 4.353 0.526
H 0.521 3.430 -0.521
H 1.189 2.632 3.848
H 2.713 1.819 3.443
H 2.485 3.532 3.028
H 2.240 0.838 -0.500
H 3.413 1.967 0.197
H 3.075 0.409 0.997
H 0.784 -2.519 0.478
H 3.032 -3.599 0.722
H 4.480 -3.009 2.641
H 3.694 -1.355 4.308
H 1.479 -0.285 4.036
H -1.885 1.720 3.357
H -3.040 1.843 5.569
H -3.058 -0.135 7.059
H -1.955 -2.230 6.331
H -0.857 -2.345 4.117
H -1.816 -2.443 -1.531
H -2.696 -3.790 -3.436
H -5.128 -4.240 -3.610
H -6.667 -3.336 -1.892
H -5.776 -1.974 -0.027
H -3.518 -3.286 2.160
H -4.895 -3.780 4.168
H -6.270 -1.989 5.192
H -6.282 0.274 4.191
H -4.925 0.729 2.136
C 6.478 2.179 -4.932
C 5.933 2.317 -3.512
C 6.941 1.920 -2.442
C 7.268 0.435 -2.540
C 6.001 -0.386 -2.557
C 6.010 -1.708 -2.188
C 4.829 -2.440 -2.187
F 4.894 -3.749 -1.831
C 3.629 -1.883 -2.515
C 3.590 -0.544 -2.894
C 2.264 0.065 -3.223
O 1.246 -0.607 -3.144
C 2.314 1.445 -3.653
C 3.513 2.063 -3.712
N 4.714 1.523 -3.346
C 4.773 0.202 -2.934
C 1.101 2.315 -4.001
O 1.139 2.845 -5.130
O 0.271 2.454 -3.075
H 7.403 2.753 -5.050
H 5.745 2.546 -5.652
H 6.682 1.133 -5.170
H 5.648 3.355 -3.350
H 6.506 2.130 -1.462
H 7.840 2.528 -2.551
H 7.885 0.128 -1.696
H 7.855 0.243 -3.443
H 6.936 -2.187 -1.884
H 2.701 -2.442 -2.484
H 3.565 3.086 -4.074
*
```

=====

Values of lowest unoccupied orbital energy, in order: -1.11, 3.88, 3.88, 3.68, all in eV.